No. 1
C41H42P2PdS | ωB97M-V/def2-TZVPD

Geometry as XYZ:
```
87
Properties=species:S:1:pos:R:3:mulliken_spin:R:1
Pd -2.51752 -0.57287 -1.59992 0.073
C -3.59095 -0.98729 -4.65770 0.385
C -2.99849 0.29933 -4.61043 0.157
C -3.86204 1.54257 -4.76595 0.028
C -5.03016 1.51421 -3.72480 0.007
C -4.63736 0.96379 -2.40378 0.144
C -4.41705 -0.35228 -2.12319 0.048
C -5.23112 -1.39607 -2.82258 -0.037
C -5.00075 -1.38052 -4.36478 0.065
C -1.11956 0.66076 1.17842 0.009
H -2.99879 -1.75973 -5.16059 0.070
H -2.12588 0.37509 -5.28503 -0.006
H -4.25430 1.53004 -5.81530 -0.007
H -3.22478 2.45350 -4.63924 0.008
H -5.33427 2.56998 -3.62090 -0.002
H -5.88221 0.92546 -4.13383 0.011
H -4.59692 1.71381 -1.60793 0.014
H -4.12530 -0.67372 -1.05060 0.021
H -6.28439 -1.15407 -2.63845 -0.012
H -5.01368 -2.39105 -2.39352 -0.008
H -5.12500 -2.44852 -4.70176 0.003
H -5.74547 -0.75084 -4.91294 0.032
H -1.07972 -0.35150 0.73040 -0.005
H -1.34030 0.54250 2.27529 0.001
H -0.25017 1.37482 1.01074 -0.001
P -1.42874 0.56414 -3.23492 0.371
P -2.56508 1.64262 0.57830 0.060
C -2.00147 2.13198 -2.34403 0.101
C -2.48943 2.44279 -1.08084 0.185
C 0.23387 1.21255 -3.67751 -0.026
C 0.21240 2.24431 -4.61998 0.055
C 1.37428 2.68585 -5.26455 -0.013
C 2.58514 2.10832 -4.90501 0.022
C 2.67546 1.08499 -3.93108 -0.015
C 1.47985 0.60216 -3.36604 0.017
C -1.08678 -1.28883 -3.64201 0.114
C -1.80773 -2.32095 -3.00244 -0.057
C -1.87053 -3.63221 -3.50356 0.028
C -1.37121 -3.82451 -4.79972 -0.018
C -0.65803 -2.82701 -5.44811 0.028
C -0.43878 -1.56115 -4.84262 -0.014
C -2.49426 3.10361 1.63425 0.017
C -1.43229 3.98977 1.34947 0.003
C -1.21926 5.09522 2.17028 0.001
C -2.09374 5.31116 3.23213 0.000
C -3.14867 4.44865 3.53786 0.000
C -3.34998 3.32661 2.72429 -0.002
C -4.00490 0.55157 1.04089 -0.016
C -3.78542 -0.81508 1.28802 0.027
C -4.86815 -1.61654 1.64348 -0.010
C -6.13014 -1.08733 1.93571 0.007
C -6.35020 0.25923 1.73751 0.000
C -5.29843 1.02189 1.23644 0.030
H -1.89649 3.03466 -3.00896 0.032
H -2.95036 3.46692 -0.97989 -0.006
H -0.74941 2.72783 -4.81044 0.001
H 1.26680 3.44558 -6.05085 0.000
H 3.46945 2.44635 -5.42725 0.002
H 3.67255 0.70265 -3.66569 0.000
H 1.55171 -0.22824 -2.67241 -0.001
H -2.40604 -2.33494 -2.02403 0.030
H -2.38339 -4.39818 -2.89761 0.001
H -1.58459 -4.79231 -5.28764 -0.001
H -0.18549 -3.01891 -6.41472 0.004
H 0.22839 -0.78893 -5.28097 0.002
H -0.70428 3.74164 0.56821 -0.004
H -0.38788 5.77766 1.96171 0.000
H -1.99510 6.19904 3.82690 0.000
H -3.83593 4.61099 4.36718 0.000
H -4.08199 2.55168 2.96561 0.000
H -2.80591 -1.25447 1.17409 0.000
H -4.74627 -2.69409 1.74995 -0.001
H -6.94831 -1.69545 2.30018 0.000
H -7.28519 0.72777 1.98866 0.000
H -5.44618 2.07094 0.98374 0.003
S 0.60408 -1.90773 -0.89315 0.031
C 1.73529 -1.38765 0.18612 -0.008
C 2.32127 -0.10779 0.03676 0.011
C 3.33306 0.21984 0.91113 -0.005
C 3.70089 -0.62182 1.97451 0.007
C 3.03375 -1.84418 2.12615 -0.004
C 2.02314 -2.23499 1.28978 0.006
H 2.06575 0.52645 -0.80899 0.008
H 3.86722 1.13936 0.76317 0.000
H 4.39615 -0.27432 2.73766 0.001
H 3.28868 -2.49420 2.93161 0.000
H 1.54182 -3.22846 1.31891 0.001
```

The energy above the lowest of the compared OMol25 structures with the same formula, charge and spin is 58.4 kcal per mole. The calculation puts the LUMO energy (alpha / beta) at -0.3 / -0.7 eV. As for the orbital gap (alpha / beta): 4.9948 / 4.8415 eV. As for the spin multiplicity: 3. As for the expectation value of S²: 2.0327.


No. 2
C41H43ClGe2O4P2Ti | ωB97M-V/def2-TZVPD

Geometry as XYZ:
```
94
Properties=species:S:1:pos:R:3:mulliken_spin:R:1
Ti 1.06193 0.22069 0.85774 2.051
C -1.25730 1.08584 0.18642 0.052
C -2.09293 -0.18064 0.33495 0.006
P -1.05963 -1.72987 0.27047 0.269
C -2.33052 -2.90762 0.81856 0.110
C -3.20641 -3.40862 -0.15757 0.027
C -4.18262 -4.33434 0.16817 -0.003
C -4.30362 -4.77304 1.48625 0.009
C -3.44354 -4.28914 2.46099 -0.001
C -2.44811 -3.37223 2.14360 0.006
C -0.01002 -1.59698 1.74886 0.181
C -0.42330 -0.97274 2.95923 -0.015
C 0.34854 -1.09826 4.11105 0.037
C 1.50456 -1.87841 4.10657 -0.010
C 1.90618 -2.52983 2.93759 0.051
C 1.15907 -2.38946 1.77248 -0.060
P -0.69641 1.90239 1.75535 -0.022
C -2.33181 2.52034 2.25032 0.012
C -2.99453 3.49103 1.48437 0.002
C -4.30767 3.82729 1.78535 -0.002
C -4.97117 3.21820 2.83896 0.001
C -4.31304 2.27753 3.62415 -0.002
C -2.99450 1.94117 3.34394 0.003
C 0.19937 3.31130 1.02660 -0.003
C 1.18909 3.85219 1.86493 0.028
C 2.04481 4.84560 1.40429 -0.002
C 1.92438 5.31477 0.09698 0.008
C 0.94606 4.79014 -0.73519 -0.006
C 0.07445 3.79872 -0.28729 0.005
H -1.75184 1.82754 -0.45311 0.000
H -0.35095 0.87508 -0.47684 0.075
H -2.80119 -0.26308 -0.51482 0.000
H -2.71868 -0.17476 1.24786 0.002
H -3.09720 -3.04683 -1.18860 0.007
H -4.84185 -4.71578 -0.60988 0.000
H -5.08042 -5.50651 1.74526 0.000
H -3.52569 -4.63122 3.49815 0.000
H -1.76733 -3.00994 2.91784 0.004
H -1.39917 -0.46445 3.00243 0.009
H 0.04282 -0.57749 5.02610 -0.002
H 2.09007 -1.97384 5.02424 0.000
H 2.80745 -3.14298 2.93619 -0.002
H 1.47165 -2.90565 0.84902 -0.028
H -2.46498 3.99029 0.66232 -0.001
H -4.81649 4.58294 1.18174 0.000
H -6.01725 3.47468 3.05319 0.000
H -4.82034 1.82005 4.47753 0.000
H -2.44538 1.23026 3.96947 0.000
H 1.28062 3.45296 2.87874 0.001
H 2.80100 5.25754 2.07442 0.000
H 2.59697 6.08651 -0.27768 0.000
H 0.84335 5.15889 -1.75573 0.000
H -0.69947 3.43763 -0.96437 0.000
O 4.00441 -0.58123 2.99195 -0.003
Cl 3.35679 0.22600 2.03301 0.035
O 4.12012 1.34474 1.58291 0.002
O 2.06563 0.73402 2.57043 0.019
O 2.96367 -0.60882 0.86433 0.008
C 1.92962 -2.93031 -4.40157 0.012
Ge 1.92550 -3.08044 -2.41848 0.030
C 0.57778 -4.43374 -1.86356 0.007
C 3.71533 -3.38475 -1.63203 -0.001
Ge 1.18420 -0.91368 -1.43928 0.194
C 2.59271 0.45018 -1.78083 0.055
C 2.69848 1.53984 -0.91336 0.036
C 3.66615 2.49485 -1.07496 0.019
C 4.53916 2.40293 -2.15068 -0.004
C 4.43889 1.34364 -3.04823 0.009
C 3.47198 0.36436 -2.85908 -0.140
C -0.24090 -0.07882 -2.57515 -0.094
C -0.10551 1.25186 -2.98896 0.043
C -1.14363 1.89412 -3.66241 -0.010
C -2.33124 1.22559 -3.92333 0.016
C -2.46543 -0.11094 -3.54522 0.011
C -1.41846 -0.75543 -2.88107 0.052
H 1.90839 -3.94783 -4.83082 0.001
H 2.83182 -2.40866 -4.76743 -0.001
H 1.02496 -2.39093 -4.74419 0.000
H 0.97676 -5.44882 -2.04500 0.002
H -0.35073 -4.30512 -2.45133 -0.002
H 0.32176 -4.33333 -0.79581 -0.008
H 3.96384 -4.46452 -1.63723 0.001
H 3.73668 -3.01578 -0.58892 0.000
H 4.48178 -2.83406 -2.20552 0.000
H 1.95077 1.73848 -0.10626 -0.070
H 3.75880 3.31235 -0.36749 0.002
H 5.31044 3.15697 -2.28838 0.001
H 5.12019 1.26654 -3.89803 0.002
H 3.39169 -0.46465 -3.55806 -0.014
H 0.80434 1.81962 -2.80611 -0.002
H -1.01499 2.93438 -3.97477 0.001
H -3.16216 1.73621 -4.41763 0.001
H -3.39074 -0.65295 -3.76258 0.000
H -1.53587 -1.80971 -2.60046 -0.010
```

The calculation puts the LUMO energy (alpha / beta) at -2.5 / -4.6 eV. As for the orbital gap (alpha / beta): 7.6396 / 6.3575 eV. As for the spin multiplicity: 4. As for the expectation value of S²: 3.7616. The charge is +1.